1.
Formula: C4H5NO
Source: OMol25
Level of theory: the ωB97M-V functional and the def2-TZVPD basis

Atoms and positions in Å:
O1 -1.1162 -1.2756 1.4452
C1 -0.3173 -0.6715 0.5290
C2 -0.7738 -0.2545 -0.6878
C3 0.1460 0.7252 -1.1377
C4 1.1706 0.7756 -0.2325
N1 0.8911 -0.1138 0.7974
H1 -1.9401 -0.8951 1.0988
H2 -1.5728 -0.7635 -1.2093
H3 0.0213 1.3436 -2.0112
H4 2.0909 1.3317 -0.2558
H5 1.4002 -0.2022 1.6639

Forces on the atoms, in the same order (eV/Å):
-0.041 -0.111 -0.001
0.024 0.269 -0.327
0.230 -0.141 -0.195
0.343 -0.050 -0.188
0.086 0.138 -0.132
-0.250 0.149 0.098
-0.272 -0.734 0.907
-0.234 0.523 0.049
0.303 -0.134 -0.123
-0.006 0.024 0.090
-0.183 0.068 -0.178

SMILES: Oc1ccc[nH]1
Orbital gap, eV: 8.73
HOMO, eV: -7.82
Maximum force, Eh/bohr: 0.02330
2S+1: 1
Energy relative to the best compared isomer or geometry (same formula, charge and spin), kcal/mol: 19.4

***

2.
Formula: C4H5NO
Source: OMol25
Level of theory: the ωB97M-V functional and the def2-TZVPD basis

Atoms and positions in Å:
N1 -0.5066 2.5901 1.4956
C1 -0.3595 1.6076 0.8951
C2 -0.3270 0.3684 0.1169
C3 0.6347 0.0723 -1.0649
O1 0.8774 -1.2470 -0.5426
C4 -0.0285 -1.0917 0.5460
H1 -1.3260 0.0340 -0.1201
H2 1.5757 0.6342 -1.1834
H3 0.1312 0.0482 -2.0424
H4 0.3104 -1.3805 1.5398
H5 -0.9817 -1.6356 0.3600

Forces on the atoms, in the same order (eV/Å):
0.365 -1.279 -0.804
-0.132 0.442 0.612
-0.485 -0.320 -0.018
-0.101 0.034 -0.034
0.270 -0.332 0.009
-0.193 -0.386 0.358
-0.741 1.952 -0.923
-0.442 -0.016 0.421
0.099 -0.039 0.234
0.582 0.213 -0.102
0.777 -0.270 0.247

SMILES: N#CC1COC1
Orbital gap, eV: 11.13
HOMO, eV: -10.42
Maximum force, Eh/bohr: 0.04439
2S+1: 1
Energy relative to the best compared isomer or geometry (same formula, charge and spin), kcal/mol: 55.9

***

3.
Formula: C4H5NO
Source: OMol25
Level of theory: the ωB97M-V functional and the def2-TZVPD basis

Atoms and positions in Å:
C1 -0.1291 0.5660 0.3770
C2 0.7840 -0.5065 0.2878
C3 0.1402 1.7793 -0.1498
C4 -1.3647 -1.1901 0.0073
N1 1.9754 -0.7264 0.3725
O1 -1.3804 0.1054 0.5559
H1 -0.6045 2.5256 -0.3963
H2 1.1715 2.0052 -0.4068
H3 -1.1387 -0.9818 -1.0103
H4 -1.8821 -2.0932 0.5048
H5 2.4284 -1.4836 -0.1420

Forces on the atoms, in the same order (eV/Å):
-0.957 2.627 -0.982
-1.060 -2.721 -0.238
0.438 -0.291 0.179
2.553 0.235 0.872
0.825 0.345 -0.450
-1.047 -0.561 1.792
-0.131 -0.279 0.089
-0.153 0.020 0.311
-0.766 -1.307 -1.196
0.742 2.029 -0.967
-0.444 -0.098 0.591

Orbital gap (spin up / spin down), eV: 7.85 / 7.78
HOMO (spin up / spin down), eV: -7.66 / -7.57
Maximum force, Eh/bohr: 0.05763
2S+1: 1
Energy relative to the best compared isomer or geometry (same formula, charge and spin), kcal/mol: 117.7

***

4.
Formula: C4H5NO
Source: OMol25
Level of theory: the ωB97M-V functional and the def2-TZVPD basis

Atoms and positions in Å:
C1 0.3834 0.5611 -0.8285
C2 -0.3799 -0.7307 -0.9936
O1 -0.2895 -1.6202 -0.1636
C3 0.4340 -0.8105 1.6217
N1 -0.0860 0.3539 1.4882
C4 -0.1059 1.1515 0.4703
H1 1.4403 0.2777 -0.6526
H2 0.2887 1.2139 -1.7029
H3 -1.0785 -0.8894 -1.8255
H4 -0.1099 -1.6714 2.0542
H5 -0.4966 2.1643 0.5323

Forces on the atoms, in the same order (eV/Å):
-0.022 -0.252 -0.067
0.037 -0.358 0.299
0.262 0.231 -0.469
-0.521 0.357 0.426
0.720 -0.419 -0.277
-0.522 -0.235 0.105
-0.159 0.013 -0.089
-0.020 -0.127 0.314
0.001 0.277 -0.108
0.030 0.758 -0.302
0.194 -0.245 0.168

Orbital gap (spin up / spin down), eV: 8.43 / 8.43
HOMO (spin up / spin down), eV: -7.84 / -7.84
Maximum force, Eh/bohr: 0.01707
2S+1: 1
Energy relative to the best compared isomer or geometry (same formula, charge and spin), kcal/mol: 84.8

***

5.
Formula: C4H5NO
Source: OMol25
Level of theory: the ωB97M-V functional and the def2-TZVPD basis

Atoms and positions in Å:
C1 -2.1241 -2.0544 0.2154
C2 -1.2354 -1.2406 0.1147
C3 -0.1723 -0.2642 -0.7115
O1 0.1412 -0.4162 -1.8502
N1 0.3510 0.3907 0.3247
C4 1.3544 1.4216 0.1520
H1 -2.8570 -2.8093 0.3185
H2 -0.3123 -0.0712 1.1123
H3 2.0050 1.4431 1.0279
H4 0.8956 2.4056 0.0278
H5 1.9540 1.1949 -0.7317

Forces on the atoms, in the same order (eV/Å):
0.584 0.375 0.155
0.012 0.218 -2.942
-0.902 -3.094 1.764
-0.392 0.655 -0.176
-1.854 -0.768 1.225
0.084 0.199 0.701
-0.253 -0.152 0.206
2.832 2.666 -0.936
-0.025 0.033 -0.119
0.057 -0.049 0.007
-0.143 -0.082 0.116

SMILES: C#CC(=O)NC
Orbital gap, eV: 10.95
HOMO, eV: -10.13
Maximum force, Eh/bohr: 0.07780
2S+1: 1
Energy relative to the best compared isomer or geometry (same formula, charge and spin), kcal/mol: 74.1

***

6.
Formula: C4H5NO
Source: OMol25
Level of theory: the ωB97M-V functional and the def2-TZVPD basis

Atoms and positions in Å:
C1 -1.8831 1.2865 0.5905
C2 -0.7373 1.0657 0.2934
C3 0.6036 0.7936 -0.2202
C4 1.0747 -0.6669 -0.1584
N1 0.0988 -1.6058 -0.0778
O1 2.2596 -0.9358 -0.2170
H1 -2.8839 1.5022 0.8900
H2 1.3774 1.3907 0.2702
H3 0.5924 1.1086 -1.2696
H4 0.3750 -2.5755 -0.0814
H5 -0.8771 -1.3631 -0.0196

Forces on the atoms, in the same order (eV/Å):
0.483 -0.102 0.033
-0.556 0.095 0.041
0.034 0.062 -0.028
0.089 -0.031 -0.085
0.066 -0.023 -0.038
-0.377 0.104 0.012
0.124 -0.039 -0.032
-0.200 -0.072 0.037
0.219 -0.186 0.015
-0.039 0.150 0.018
0.157 0.042 0.028

SMILES: C#CCC(N)=O
Orbital gap, eV: 10.69
HOMO, eV: -9.84
Maximum force, Eh/bohr: 0.01100
2S+1: 1
Energy relative to the best compared isomer or geometry (same formula, charge and spin), kcal/mol: 27.6

***

- Among the records above, which one has the highest energy relative to the best compared isomer or geometry (same formula, charge and spin)?
  number 3